Entry 1:
Here is a molecular structure, C3H8F3O5STl in a non-equilibrium geometry from OMol25. Energies are from ωB97M-V/def2-TZVPD.

ORCA input file:
```
! wB97M-V def2-TZVPD RIJCOSX def2/J DEFGRID3
* xyz 2 1
Tl -2.859 -0.911 2.784
C 3.065 -2.745 -3.914
F 3.223 -1.392 -3.717
F 2.043 -2.974 -4.697
F 4.166 -3.122 -4.529
S 2.823 -3.533 -2.193
O 1.625 -2.881 -1.646
O 2.481 -4.934 -2.372
O 4.053 -3.268 -1.429
C 0.192 3.701 7.057
O -0.150 2.356 6.903
H 0.009 4.361 6.209
H -0.448 4.123 7.832
H 1.258 3.759 7.274
H -0.055 1.956 7.770
C -3.371 0.723 -3.799
O -3.893 1.054 -2.515
H -3.122 1.625 -4.359
H -2.492 0.108 -3.609
H -4.067 0.187 -4.444
H -4.481 1.807 -2.606
*
```

Values from the calculation:
Highest occupied orbital energy: -15.09 eV
Strongest force on any atom: 2.78 eV Å⁻¹
Kohn-Sham gap: 1.28 eV

Entry 2:
Here is a molecular structure, C2H3F4HgO in a non-equilibrium geometry from OMol25. Energies are from ωB97M-V/def2-TZVPD.

ORCA input file:
```
! wB97M-V def2-TZVPD RIJCOSX def2/J DEFGRID3
* xyz 1 1
C 0.968 0.875 0.902
F 0.983 1.393 -0.301
F 1.760 -0.158 0.923
F 1.377 1.908 1.617
F -0.066 0.493 2.148
C -0.646 -0.933 -1.365
O -0.730 -0.559 -0.018
Hg -1.795 0.071 1.283
H 0.240 -1.572 -1.522
H -1.533 -1.499 -1.693
H -0.559 -0.018 -1.974
*
```

Values from the calculation:
Highest occupied orbital energy: -15.36 eV
Strongest force on any atom: 8.64 eV Å⁻¹
Kohn-Sham gap: 7.76 eV

Entry 3:
Here is 2 unconnected molecules or ions with the total composition C15H24BN2O4Si in a non-equilibrium geometry from OMol25. Energies are from ωB97M-V/def2-TZVPD.

ORCA input file:
```
! wB97M-V def2-TZVPD RIJCOSX def2/J DEFGRID3
* xyz 1 1
C 3.868 -0.594 2.822
Si 3.340 -0.036 1.091
C 4.551 1.298 0.548
C 3.445 -1.574 0.015
N 1.592 0.475 1.024
C 1.047 0.800 -0.175
C -0.275 1.151 -0.303
C -1.126 1.199 0.828
C -2.551 1.533 0.680
C -3.317 0.744 -0.230
C -4.647 1.014 -0.406
N -5.259 1.992 0.293
O -6.581 2.261 0.110
B -7.432 1.146 0.412
O -8.395 0.783 -0.503
O -7.350 0.460 1.605
C -4.566 2.752 1.162
C -3.223 2.566 1.368
C -0.520 0.880 2.080
C 0.804 0.540 2.122
H 4.012 0.247 3.519
H 3.178 -1.352 3.230
H 4.842 -1.102 2.713
H 4.898 1.856 1.437
H 5.445 0.768 0.173
H 4.157 2.018 -0.184
H 2.767 -2.345 0.434
H 3.162 -1.393 -1.033
H 4.456 -2.016 0.046
H 1.695 0.775 -1.056
H -0.658 1.370 -1.304
H -2.823 -0.064 -0.771
H -5.184 0.405 -1.138
H -8.085 0.117 -1.131
H -6.961 -0.418 1.485
H -5.140 3.519 1.688
H -2.683 3.220 2.056
H -1.163 0.911 2.962
H 1.237 0.268 3.088
C 3.286 -2.971 -4.414
C 4.098 -3.577 -3.244
O 4.525 -2.590 -2.442
H 3.897 -2.293 -5.013
H 2.929 -3.767 -5.078
H 2.410 -2.424 -4.055
H 4.874 -4.212 -3.719
H 3.422 -4.340 -2.792
*
```

Values from the calculation:
Highest occupied orbital energy: -7.64 eV
Strongest force on any atom: 3.06 eV Å⁻¹
Kohn-Sham gap: 1.90 eV

Entry 4:
Here is a molecular structure, C22H20N5O3Re from OMol25. Energies are from ωB97M-V/def2-TZVPD.

ORCA input file:
```
! wB97M-V def2-TZVPD RIJCOSX def2/J DEFGRID3
* xyz 2 1
Re -0.432 0.030 1.228
C -0.230 -3.149 -1.906
C -0.203 -2.327 -0.672
N -0.530 -1.082 -0.602
N -0.935 -0.405 -1.714
C -1.348 0.785 -1.380
O -1.344 1.117 -0.084
C -1.841 1.753 -2.335
C -2.197 3.037 -1.913
C -2.657 3.954 -2.838
C -2.762 3.596 -4.177
C -2.410 2.318 -4.599
C -1.949 1.393 -3.684
C 0.211 -2.857 0.633
C 0.613 -4.156 0.865
C 0.994 -4.530 2.149
C 0.961 -3.591 3.167
C 0.549 -2.304 2.878
N 0.178 -1.948 1.639
H -0.613 -2.572 -2.741
H -0.856 -4.031 -1.756
H 0.779 -3.496 -2.141
H -2.110 3.313 -0.871
H -2.933 4.949 -2.520
H -3.121 4.318 -4.898
H -2.499 2.047 -5.642
H -1.675 0.396 -3.999
H 0.630 -4.867 0.052
H 1.317 -5.543 2.347
H 1.253 -3.840 4.177
H 0.517 -1.536 3.641
N -2.652 -0.609 1.815
N -2.934 0.176 2.944
C -1.949 0.909 3.562
O -2.098 1.533 4.556
O -0.729 0.834 2.914
H -3.279 -0.356 1.053
H -2.804 -1.592 2.035
H -3.860 0.173 3.346
C 1.200 0.591 0.951
C 2.502 1.040 0.723
C 3.361 1.365 1.791
C 4.624 1.837 1.512
C 5.036 1.988 0.189
C 4.191 1.669 -0.872
C 2.921 1.198 -0.616
H 3.021 1.256 2.812
H 5.294 2.098 2.319
H 6.029 2.363 -0.019
H 4.528 1.799 -1.890
H 2.244 0.954 -1.425
*
```

Values from the calculation:
Highest occupied orbital energy: -14.35 eV
Strongest force on any atom: 0.84 eV Å⁻¹
Kohn-Sham gap: 6.51 eV

Entry 5:
Here is a molecular structure, C9H18As3F19O9Tl in a non-equilibrium geometry from OMol25. Energies are from ωB97M-V/def2-TZVPD.

ORCA input file:
```
! wB97M-V def2-TZVPD RIJCOSX def2/J DEFGRID3
* xyz -2 2
Tl -1.979 28.752 -15.274
As -6.127 26.940 -14.488
F -6.031 27.854 -12.966
F -4.585 27.721 -14.995
F -6.338 26.160 -16.031
F -7.659 26.322 -14.006
F -6.905 28.399 -15.198
F -5.322 25.502 -13.752
As -2.620 32.582 -16.643
F -3.193 33.418 -18.132
F -3.648 33.587 -15.541
F -2.161 31.521 -15.220
F -1.662 31.534 -17.675
F -1.280 33.711 -16.419
F -3.972 31.374 -16.712
As 1.898 26.865 -14.341
F 3.153 25.538 -14.491
F 3.017 27.740 -13.221
F 0.713 28.166 -14.161
F 0.757 25.973 -15.436
F 1.259 26.038 -12.896
F 2.638 27.733 -15.723
F -2.554 27.380 -12.743
C -1.036 24.208 -13.692
O -1.690 23.744 -14.917
C -2.178 24.638 -15.881
O -2.191 25.879 -15.735
O -2.685 23.947 -16.902
C -3.409 24.470 -17.967
H 0.053 24.171 -13.678
H -1.341 23.645 -12.809
H -1.229 25.272 -13.552
H -2.865 24.459 -18.911
H -3.676 25.498 -17.721
H -4.415 24.064 -18.078
C 3.108 30.894 -15.496
O 2.748 30.637 -16.809
C 1.397 30.362 -17.167
O 0.471 30.062 -16.370
O 1.335 30.290 -18.512
C 2.264 30.732 -19.445
H 2.963 30.048 -14.825
H 2.382 31.572 -15.048
H 4.130 31.268 -15.435
H 2.658 29.845 -19.942
H 3.112 31.187 -18.933
H 1.809 31.428 -20.149
C -3.602 26.825 -20.832
O -3.456 27.173 -19.467
C -4.028 28.219 -18.845
O -3.525 28.616 -17.772
O -5.134 28.683 -19.439
C -6.002 29.482 -18.681
H -4.641 26.814 -21.163
H -3.035 25.940 -21.120
H -3.146 27.684 -21.322
H -6.994 29.343 -19.112
H -5.838 30.558 -18.734
H -6.138 29.270 -17.620
*
```

Values from the calculation:
Highest occupied orbital energy (spin up / spin down): -5.99 / -5.99 eV
Strongest force on any atom: 5.40 eV Å⁻¹
Kohn-Sham gap (spin up / spin down): 9.91 / 6.69 eV

Entry 6:
Here is a molecular structure, C31H31BF6O2S2 in a non-equilibrium geometry from OMol25. Energies are from ωB97M-V/def2-TZVPD.

ORCA input file:
```
! wB97M-V def2-TZVPD RIJCOSX def2/J DEFGRID3
* xyz 0 1
C 3.830 2.769 2.373
C 2.464 2.685 2.914
C 2.101 2.794 4.272
C 0.792 2.436 4.535
C 0.110 1.732 3.380
B 2.078 -2.864 4.309
C -1.323 2.166 3.056
C -2.202 2.715 3.975
C -3.534 2.776 3.450
C -3.621 2.398 2.121
C -4.847 2.348 1.290
S -2.049 1.996 1.503
O 2.973 -2.664 3.292
C 3.120 -3.946 2.643
C 2.361 -3.921 1.316
C 4.574 -4.198 2.305
C 2.521 -4.962 3.703
C 1.651 -6.067 3.138
C 3.581 -5.592 4.602
O 1.682 -4.145 4.549
S 1.070 2.560 1.958
H 4.499 3.094 3.175
H 4.194 1.796 2.006
H 3.853 3.484 1.544
H 2.848 3.140 4.990
H 0.299 2.533 5.509
H -1.892 2.999 4.984
H -4.399 3.051 4.057
H -5.726 2.358 1.939
H -4.912 3.215 0.624
H -4.847 1.447 0.672
H 2.466 -4.899 0.823
H 1.294 -3.678 1.419
H 2.814 -3.187 0.633
H 4.665 -5.211 1.896
H 4.911 -3.524 1.510
H 5.249 -4.109 3.163
H 2.271 -6.869 2.721
H 1.051 -6.501 3.945
H 0.982 -5.709 2.345
H 4.091 -6.410 4.081
H 4.330 -4.865 4.944
H 3.077 -6.030 5.472
F -0.819 -2.817 -2.289
C -1.400 -1.667 -1.815
F -1.188 -0.710 -2.765
F -2.749 -1.887 -1.780
C -0.854 -1.277 -0.467
C 0.228 -0.411 -0.386
C 0.678 -0.023 0.864
C -0.024 -0.362 2.021
C 0.352 0.310 3.341
C -0.283 -0.435 4.541
C 0.479 -1.190 5.430
C 0.045 -1.203 6.753
C -1.276 -0.832 7.049
C -1.787 -0.676 8.461
F -2.243 0.609 8.667
F -2.843 -1.515 8.734
F -0.826 -0.916 9.390
C -2.184 -0.576 6.030
C -1.659 -0.319 4.770
C -0.933 -1.416 1.928
C -1.393 -1.845 0.681
H 0.706 -0.034 -1.287
H 1.619 0.530 0.912
H 1.440 0.146 3.450
H 1.506 -1.888 4.992
H 0.712 -1.475 7.562
H -3.256 -0.478 6.197
H -2.302 0.043 3.971
H -1.301 -1.933 2.814
H -2.177 -2.598 0.612
*
```

Values from the calculation:
Highest occupied orbital energy: -5.23 eV
Strongest force on any atom: 5.00 eV Å⁻¹
Kohn-Sham gap: 3.12 eV

Entry 7:
Here is 12 unconnected molecules or ions with the total composition C28H39N11O2 in a non-equilibrium geometry from OMol25. Energies are from ωB97M-V/def2-TZVPD.

ORCA input file:
```
! wB97M-V def2-TZVPD RIJCOSX def2/J DEFGRID3
* xyz 0 1
C 0.784 1.456 0.174
C 2.010 0.796 0.229
C 2.071 -0.581 0.052
C 0.943 -1.282 -0.297
C -0.283 -0.635 -0.283
C -0.374 0.714 -0.021
O -1.600 1.329 -0.187
O 3.260 -1.277 0.114
H 0.806 2.531 0.321
H 2.910 1.361 0.441
H 1.005 -2.343 -0.493
H -1.178 -1.180 -0.556
H -1.642 2.114 0.382
H 3.765 -0.962 0.877
C 1.496 -7.554 -1.739
C 0.981 -6.225 -1.478
N 0.576 -5.171 -1.268
H 1.016 -8.255 -1.059
H 2.564 -7.540 -1.523
H 1.340 -7.806 -2.782
C 0.640 -3.296 2.219
C 2.083 -3.557 2.207
N 3.200 -3.800 2.198
H 0.474 -2.229 2.345
H 0.233 -3.793 3.105
H 0.162 -3.708 1.337
C 3.527 3.219 3.219
C 2.540 4.001 2.470
N 1.770 4.631 1.896
H 3.026 2.333 3.603
H 3.842 3.827 4.064
H 4.337 2.957 2.548
C -1.294 1.769 -3.350
C -0.716 2.294 -4.583
N -0.268 2.649 -5.580
H -0.962 0.747 -3.178
H -2.376 1.757 -3.439
H -0.964 2.381 -2.515
C 4.089 -3.063 -2.300
C 3.761 -4.384 -2.846
N 3.499 -5.422 -3.274
H 4.336 -3.196 -1.249
H 3.242 -2.406 -2.456
H 4.987 -2.700 -2.798
C -3.675 -3.339 -2.096
C -3.496 -1.888 -2.147
N -3.347 -0.747 -2.199
H -4.215 -3.661 -2.982
H -4.339 -3.562 -1.256
H -2.708 -3.804 -1.935
C -4.590 4.863 1.247
C -3.565 3.870 1.532
N -2.722 3.124 1.732
H -5.022 5.273 2.159
H -5.441 4.409 0.741
H -4.136 5.629 0.624
C -1.093 5.216 -0.575
C -0.055 5.014 -1.580
N 0.750 4.826 -2.368
H -1.691 6.085 -0.861
H -0.651 5.487 0.383
H -1.707 4.327 -0.507
C -4.760 2.023 -0.832
C -4.281 3.206 -1.550
N -3.881 4.088 -2.163
H -3.914 1.334 -0.821
H -5.531 1.551 -1.456
H -5.319 2.238 0.072
C 6.714 -0.244 3.407
C 5.300 -0.120 3.084
N 4.185 -0.067 2.812
H 7.288 -0.303 2.484
H 6.861 -1.177 3.948
H 7.038 0.616 3.986
C -3.275 -0.691 1.762
C -4.254 -1.028 2.784
N -5.033 -1.297 3.574
H -3.667 0.061 1.077
H -3.000 -1.556 1.162
H -2.384 -0.256 2.212
*
```

Values from the calculation:
Highest occupied orbital energy: -8.23 eV
Strongest force on any atom: 1.52 eV Å⁻¹
Kohn-Sham gap: 8.44 eV

Entry 8:
Here is 8 unconnected molecules or ions with the total composition C4H23NO10 in a non-equilibrium geometry from OMol25. Energies are from ωB97M-V/def2-TZVPD.

ORCA input file:
```
! wB97M-V def2-TZVPD RIJCOSX def2/J DEFGRID3
* xyz 0 1
C -1.391 0.039 -1.017
C -0.502 -0.651 0.058
C -0.800 -2.162 0.170
O 0.881 -0.522 -0.356
N -0.742 1.194 -1.494
C -0.700 2.360 -0.730
O -0.137 3.413 -1.451
O -1.134 2.404 0.391
H -1.717 -0.541 -1.880
H -2.365 0.385 -0.603
H -0.568 -0.246 1.097
H -0.052 -2.622 0.748
H -0.732 -2.582 -0.833
H -1.731 -2.178 0.656
H 1.177 0.410 -0.120
H -0.028 1.210 -2.284
H -0.389 4.182 -0.954
H 1.983 -1.859 3.049
H 0.804 -2.193 2.044
O 1.048 -2.148 2.998
H 1.394 2.143 0.080
H 1.493 2.264 1.531
O 1.804 1.704 0.728
H 3.086 -2.332 0.428
H 2.041 -1.265 0.880
O 2.747 -1.853 1.153
H -1.884 -2.088 3.831
H -0.726 -1.111 4.053
O -1.669 -1.202 4.095
H -2.312 1.250 1.442
H -3.038 0.272 2.444
O -3.022 0.614 1.497
H 1.750 -1.385 -1.901
H 1.461 -2.671 -2.925
O 1.810 -1.784 -2.801
H 0.625 -0.761 -3.735
H 1.557 0.272 -4.113
O 0.636 0.070 -4.173
*
```

Values from the calculation:
Highest occupied orbital energy: -10.19 eV
Strongest force on any atom: 6.32 eV Å⁻¹
Kohn-Sham gap: 10.31 eV

Across the entries above, total energy takes the values -37133.4866, -19200.8336, -35660.0505, -38846.7175, -266904.0701, -75393.1693, -50151.6494, -26486.4052 eV, respectively.